[1]
34
Properties=species:S:1:pos:R:3 method="wB97M-V/def2-TZVPD" total_energy_ev=-28504.720 homo_lumo_gap_ev=10.023 homo_energy_ha=-0.3425 charge=0 lumo_ev=0.70 relative_energy_ev=1.200
C -1.136 -2.935 -0.761
C -2.041 -1.749 -0.923
Si -1.151 -0.061 -0.353
C -1.186 1.288 -1.601
C -1.722 2.622 -0.991
C -1.471 0.377 1.545
O -2.810 0.868 1.924
O 0.377 -0.514 -0.309
Si 1.800 -0.078 0.343
C 2.118 1.758 0.027
C 2.009 -0.557 2.135
C 2.952 -1.229 -0.667
H -0.234 -2.791 -1.190
H -0.992 -3.246 0.261
H -1.609 -3.699 -1.211
H -2.938 -1.923 -0.430
H -2.439 -1.476 -1.939
H -0.249 1.566 -1.891
H -1.836 1.135 -2.370
H -2.820 2.633 -0.824
H -1.207 2.883 -0.013
H -1.529 3.424 -1.605
H -0.626 1.131 1.696
H -1.350 -0.504 2.104
H -2.637 1.314 2.766
H 2.278 1.957 -1.070
H 1.336 2.339 0.272
H 3.025 2.031 0.479
H 1.094 -0.411 2.709
H 2.369 -1.567 2.068
H 2.900 -0.051 2.434
H 3.017 -2.273 -0.266
H 2.650 -1.248 -1.652
H 4.059 -1.016 -0.700


[2]
17
Properties=species:S:1:pos:R:3 method="wB97M-V/def2-TZVPD" total_energy_ev=-11353.661 homo_lumo_gap_ev=10.145 homo_energy_ha=-0.3400 charge=0 lumo_ev=0.89 relative_energy_ev=6.373
C -1.491 -0.496 -0.869
C -0.357 -1.472 -1.008
O 0.892 -1.011 -0.286
N 1.684 -0.168 -1.140
H -2.430 -0.946 -1.178
H -1.285 0.414 -1.427
H -1.538 -0.132 0.206
H -0.562 -2.425 -0.517
H -0.056 -1.623 -2.048
H 1.635 0.772 -0.743
H 2.636 -0.507 -1.044
O 0.588 2.051 0.948
N -0.161 0.905 1.340
O -0.385 0.928 2.717
H -0.059 2.764 0.847
H 0.431 0.057 1.004
H 0.459 0.888 3.199


[3]
40
Properties=species:S:1:pos:R:3 method="wB97M-V/def2-TZVPD" total_energy_ev=-93007.026 homo_lumo_gap_ev=9.872 homo_energy_ha=-0.3473 charge=0 lumo_ev=0.42 relative_energy_ev=0.000
Cl -1.336 3.636 -1.520
C 0.115 3.727 -0.625
Cl 0.908 2.158 -0.601
Cl -0.229 4.303 1.042
H 0.732 4.509 -1.028
Cl -3.426 -0.078 0.262
C -1.658 0.116 0.257
Cl -0.845 -1.407 -0.226
Cl -1.000 0.501 1.886
H -1.507 0.924 -0.502
C 5.663 1.713 0.870
C 5.079 2.433 -0.215
C 5.616 3.866 -0.370
O 4.193 2.048 -0.917
H 6.774 1.797 0.896
H 5.331 0.699 0.935
H 5.447 2.197 1.838
H 6.380 4.085 0.390
H 4.778 4.562 -0.250
H 5.970 4.078 -1.402
C -1.615 -0.565 -4.851
C -1.090 -1.930 -4.437
C 0.380 -2.156 -4.688
O -1.839 -2.791 -4.078
H -2.005 -0.708 -5.899
H -1.070 0.367 -4.863
H -2.555 -0.338 -4.277
H 0.685 -3.048 -4.187
H 1.010 -1.305 -4.262
H 0.455 -2.268 -5.812
C -3.187 -2.198 5.083
C -4.460 -2.711 4.583
C -4.445 -4.188 4.224
O -5.418 -1.987 4.386
H -2.955 -2.854 5.953
H -3.253 -1.200 5.376
H -2.319 -2.389 4.460
H -5.351 -4.469 3.737
H -4.413 -4.739 5.152
H -3.541 -4.389 3.680


[4]
18
Properties=species:S:1:pos:R:3 method="wB97M-V/def2-TZVPD" total_energy_ev=-12499.408 homo_lumo_gap_ev=10.232 homo_energy_ha=-0.3560 charge=0 lumo_ev=0.54 relative_energy_ev=1.198
C 1.529 -1.639 -0.575
C 0.972 -0.192 -0.286
O 0.135 0.224 -1.287
C 0.460 -0.255 1.184
C 0.323 1.133 1.677
O 0.618 2.161 1.146
O 0.016 0.978 2.964
H 1.227 -1.835 -1.653
H 1.047 -2.412 0.087
H 2.628 -1.606 -0.428
H 1.738 0.575 -0.419
H -0.861 -0.051 -1.206
H -0.415 -0.925 1.280
H 1.264 -0.781 1.695
H 0.139 1.902 3.311
O -3.193 0.851 -2.449
H -3.804 1.684 -2.268
H -3.823 0.187 -2.772